Formula: CH2Cl2
Source: the OMol25 dataset
Level of theory: ωB97M-V/def2-TZVPD

XYZ file:
```
5
Properties=species:S:1:pos:R:3:forces:R:3
C 0.0010 0.1605 -0.0065 -0.3 -1.1 0.1
H 0.0695 0.7379 -0.8769 -0.3 1.1 -1.0
H -0.0387 0.6834 0.8977 0.1 1.1 1.0
Cl 1.4449 -0.7941 -0.0052 0.9 -0.8 0.1
Cl -1.4766 -0.7877 -0.0091 -0.4 -0.3 -0.3
```
Forces are in eV/Å.

Its net charge is 0. As for the SMILES: ClCCl. The lowest unoccupied orbital energy is 1.06 eV.

***

Formula: C4H13O3S2
Source: the OMol25 dataset
Level of theory: ωB97M-V/def2-TZVPD

XYZ file:
```
22
Properties=species:S:1:pos:R:3:forces:R:3
O -2.3856 0.9154 -0.0591 3.8 -0.8 0.7
H -1.3301 0.8121 0.1070 -4.0 0.4 -0.6
C 1.3124 1.7005 1.1813 -2.2 2.1 0.8
S 0.2360 2.7186 0.0664 -1.8 1.2 1.0
O 0.5019 4.2196 0.2811 0.7 -2.0 -0.1
C 0.9981 2.2705 -1.4758 3.6 1.2 1.1
H 2.1612 2.2282 1.1172 3.6 2.0 -0.4
H 1.5375 0.7632 0.8719 0.1 -3.1 -1.3
H 1.1189 1.7304 2.2480 -1.1 0.0 -0.1
H 0.8407 1.2694 -1.7618 -0.9 -1.1 -0.5
H 2.1359 2.3329 -1.3094 -1.3 0.0 -0.2
H 0.7988 3.0664 -2.1799 -0.6 -0.2 -0.3
C -0.3911 -2.1668 1.3602 3.9 3.2 -0.2
S -0.3529 -1.5577 -0.3766 -0.9 0.2 0.1
O 0.9426 -1.9314 -1.0227 0.0 -0.6 0.2
C -1.6002 -2.8369 -0.8925 -1.1 4.7 -2.0
H 0.0901 -1.2311 2.0126 -0.3 -2.8 -1.6
H 0.1051 -3.1564 1.3652 -0.6 0.6 0.7
H -1.3544 -1.9273 1.6089 -2.9 -0.7 0.8
H -2.5321 -2.7810 -0.3737 -0.4 0.2 0.4
H -1.1000 -3.6592 -0.7815 2.7 -5.2 1.2
H -1.7328 -2.7794 -1.9869 -0.2 0.5 0.5
```
Forces are in eV/Å.

Its net charge is -1. The lowest unoccupied orbital energy is 3.10 eV.

***

Formula: C20H43N2P3PtS
Source: the OMol25 dataset
Level of theory: ωB97M-V/def2-TZVPD

XYZ file:
```
70
Properties=species:S:1:pos:R:3:forces:R:3
Pt 0.1525 0.9698 0.0276 -0.7 -0.6 1.1
P 2.2013 1.1695 1.2114 1.8 0.5 2.3
P -1.9859 1.8817 0.4923 -0.9 0.7 0.6
P 0.7071 1.4695 -2.0608 0.4 1.5 -3.0
H -0.8391 -3.9722 1.9911 0.5 -0.1 -0.3
C -0.1707 -3.9005 1.1229 0.0 -0.2 0.0
C 1.1238 -3.5739 1.1593 -0.1 1.1 -0.6
H 1.6927 -3.2830 2.0558 -0.5 -0.4 -0.3
C 2.6689 0.1318 2.6628 -0.4 -0.3 -0.1
C 2.1606 2.8691 1.8965 -0.3 -0.2 -0.3
C 3.6622 0.9897 0.1312 -0.4 0.0 -0.6
C -3.3342 0.8088 -0.0654 0.3 -0.2 -0.2
C -2.3054 2.1460 2.2658 0.4 -0.3 0.1
C -2.1177 3.5186 -0.2686 0.4 -0.1 -0.4
C 1.8629 0.3341 -2.8755 0.2 -0.1 0.3
C 1.4383 3.1479 -2.2373 -0.1 -0.2 0.1
C -0.6809 1.4675 -3.2318 -0.3 0.0 0.0
H -0.6231 -4.2040 0.1692 0.1 0.2 0.4
H 1.6550 -3.4074 0.1987 -0.1 -0.6 0.7
H 2.3769 -0.9182 2.5006 0.1 0.4 0.1
H 2.1961 0.5124 3.5826 0.1 -0.1 -0.4
H 3.7648 0.1765 2.7746 -0.4 0.1 -0.1
H 1.4271 2.8834 2.7153 0.2 0.0 -0.2
H 1.8698 3.5935 1.1236 0.1 -0.1 0.3
H 3.1413 3.1429 2.3080 -0.1 -0.1 -0.2
H 3.6287 0.0085 -0.3609 0.1 0.2 0.1
H 4.5683 1.0454 0.7519 -0.3 0.0 0.0
H 3.6977 1.7795 -0.6272 0.1 -0.2 0.2
H -4.2744 1.3704 -0.0358 0.1 0.0 0.0
H -3.3947 -0.0498 0.6127 -0.1 0.1 0.0
H -3.1431 0.4327 -1.0754 -0.2 0.2 0.1
H -3.0213 2.9636 2.4065 0.1 -0.1 -0.2
H -1.3662 2.4015 2.7757 -0.3 -0.1 0.0
H -2.7395 1.2259 2.6849 0.3 0.3 -0.1
H -3.0559 3.9703 0.0792 0.1 -0.1 -0.1
H -2.1266 3.4505 -1.3666 0.0 0.1 0.4
H -1.2705 4.1359 0.0626 -0.3 -0.1 -0.1
H 1.6928 0.4534 -3.9530 0.1 -0.2 0.2
H 1.6494 -0.6911 -2.5502 0.2 0.1 -0.3
H 2.9019 0.5943 -2.6489 -0.2 -0.1 0.0
H 1.6075 3.3243 -3.3134 0.0 0.0 0.4
H 2.3997 3.1925 -1.7076 -0.3 0.1 -0.2
H 0.7594 3.9177 -1.8354 0.3 -0.3 -0.2
H -0.2582 1.3689 -4.2427 -0.2 0.2 0.2
H -1.2264 2.4153 -3.1529 0.0 -0.3 -0.1
H -1.3408 0.6074 -3.0374 0.2 0.6 -0.2
C -1.1054 -2.4005 -3.5051 0.1 -0.3 -0.5
C -1.9720 -2.3025 -4.6400 -0.2 0.0 -0.7
C -1.7317 -3.1080 -5.7455 -0.7 1.0 0.6
C -0.6426 -3.9936 -5.7694 -0.1 -0.3 0.0
C 0.2592 -4.0241 -4.6970 0.3 0.5 1.2
C 0.0552 -3.2242 -3.5822 0.6 -0.8 -0.5
S -1.4109 -1.7108 -2.0130 -0.2 -0.2 0.1
H -1.0277 0.1353 0.7525 0.3 -0.3 0.6
H -2.7987 -1.5817 -4.6432 0.2 -0.5 0.0
H -2.4089 -3.0390 -6.5939 0.1 -0.1 0.1
H -0.5121 -4.6924 -6.5911 0.0 0.2 0.0
H 1.1114 -4.6937 -4.7065 0.0 0.1 -0.1
H 0.7521 -3.2327 -2.7393 -0.2 -0.2 -0.3
C -1.3510 0.2262 5.5859 -0.6 0.9 0.1
N -0.5322 -0.6720 4.7772 0.0 0.0 -1.2
C 0.1593 -1.8279 5.3418 0.6 -1.0 -0.2
C -0.4877 -0.4819 3.4922 0.1 0.1 0.7
N -0.3997 -0.2422 2.3514 -0.2 -0.2 0.0
H -1.3935 -0.1674 6.6022 0.0 0.1 -0.2
H -2.3668 0.2959 5.1682 0.3 -0.2 0.3
H -0.9253 1.2420 5.5893 0.0 -0.4 0.2
H -0.1481 -2.7471 4.8168 0.1 0.3 0.3
H 1.2483 -1.7168 5.2395 -0.3 0.0 0.2
H -0.1029 -1.9117 6.3931 0.0 0.0 -0.1
```
Forces are in eV/Å.

As for the spin multiplicity: 5. Its net charge is +4. The lowest unoccupied orbital energy (alpha / beta) is -12.91 / -15.45 eV.